[1]
{
  "formula": "C16H21N5O12",
  "method": "the ωB97M-V functional and the def2-TZVPD basis",
  "charge": -2,
  "energy_ev": -48934.712,
  "spin_multiplicity": 1,
  "symbols": ["N", "O", "O", "O", "C", "C", "O", "H", "H", "H", "H", "H", "C", "N", "O", "O", "H", "H", "H", "C", "N", "O", "O", "H", "H", "H", "C", "C", "C", "C", "C", "C", "N", "O", "O", "H", "H", "H", "H", "H", "C", "C", "C", "C", "C", "C", "N", "O", "O", "H", "H", "H", "H", "H"],
  "positions_angstrom": [[-0.2077, 2.6934, 0.6135], [0.8394, 2.1168, 0.5999], [-1.2358, 2.1899, 0.4517], [-0.2803, 3.8811, 0.5744], [-5.3012, 10.3538, 0.4264], [-3.8266, 10.1157, 0.1769], [-3.3665, 8.8813, 0.6522], [-5.8691, 9.5780, -0.0871], [-5.6231, 11.2747, -0.0598], [-5.4898, 10.4168, 1.4981], [-3.3249, 10.9958, 0.5790], [-3.5271, 10.1012, -0.8711], [-5.7269, -2.8058, 2.8060], [-4.6889, -1.9925, 3.4970], [-4.6455, -0.8356, 3.1852], [-3.9287, -2.5777, 4.2710], [-6.1299, -2.2673, 1.9482], [-6.4703, -2.9909, 3.5814], [-5.2623, -3.7437, 2.5016], [3.5283, 2.8522, -3.7079], [3.6854, 4.3218, -3.7502], [3.4748, 4.8957, -4.8267], [4.0301, 4.8250, -2.6616], [2.4835, 2.6689, -3.4574], [4.1899, 2.3998, -2.9691], [3.5659, 2.3602, -4.6799], [2.3626, -3.5209, 3.7085], [3.5707, -3.3616, 3.0874], [4.7321, -4.0901, 3.5206], [4.6498, -4.9347, 4.6361], [3.3778, -5.0597, 5.2603], [2.2926, -4.2866, 4.8171], [5.8670, -5.6702, 5.1989], [6.9062, -5.5476, 4.5688], [5.6465, -6.3181, 6.2658], [1.5429, -2.9236, 3.3374], [3.6998, -2.7007, 2.2431], [5.7154, -3.9279, 3.1043], [3.2284, -5.7947, 6.0373], [1.3363, -4.4059, 5.3045], [0.9665, -2.5905, -5.6344], [1.2476, -2.3363, -4.2887], [0.2233, -2.2749, -3.4186], [-1.0937, -2.5994, -3.8095], [-1.3330, -2.9898, -5.1675], [-0.2671, -2.9710, -6.0853], [-2.1473, -2.7096, -2.7922], [-3.3068, -2.8908, -3.1561], [-1.8535, -2.6134, -1.5941], [1.7545, -2.6284, -6.3721], [2.2730, -2.1812, -3.9873], [0.5614, -2.0450, -2.4190], [-2.3135, -3.2613, -5.5297], [-0.5324, -3.0748, -7.1271]],
  "forces_ev_per_angstrom": [[0.90, 2.92, -1.63], [4.41, -2.86, 0.77], [-7.18, -6.77, -0.26], [2.08, 6.39, 1.02], [-0.19, 0.07, -0.92], [1.24, -2.75, 0.66], [-0.72, 1.56, 0.22], [-0.19, -0.37, 0.48], [-0.12, 0.62, 0.03], [-0.17, -0.26, -0.01], [0.62, 0.71, 0.61], [-0.62, 0.66, -1.07], [-0.07, -0.51, 0.28], [0.77, -0.69, -0.44], [0.18, 0.58, 0.41], [-0.81, 0.50, -0.43], [0.15, 0.08, 0.34], [-0.14, -0.10, -0.26], [-0.07, 0.12, 0.11], [-1.01, -0.92, -0.21], [0.83, 0.71, 0.72], [0.34, -0.49, 1.82], [-0.73, -0.42, -2.64], [0.01, 0.20, 0.67], [-0.16, 0.36, -0.11], [0.70, 0.60, -0.19], [0.30, 1.63, -1.02], [2.63, -1.17, -0.20], [-0.58, 0.45, 0.72], [-1.48, 0.30, 0.07], [0.74, 0.10, -0.40], [0.04, -2.13, 1.39], [-1.87, -0.11, 0.79], [-0.78, -0.59, 1.24], [1.35, 1.46, -2.80], [-0.29, -0.14, 0.15], [-0.13, 0.05, -0.03], [-0.10, 0.07, -0.35], [0.14, 0.21, 0.23], [0.00, -0.06, 0.21], [1.18, -0.71, -0.49], [0.50, -0.04, -2.31], [-1.08, -0.31, 1.58], [0.95, -0.76, -1.56], [0.36, 0.63, 1.38], [-1.71, 0.86, 1.12], [-1.09, 0.27, 1.74], [0.95, 0.00, -0.45], [0.33, -0.14, -1.87], [0.36, 0.27, 0.08], [-0.07, 0.20, 0.13], [-0.97, 0.05, 0.42], [-0.15, 0.03, 0.38], [0.39, -0.35, -0.10]]
}

---

[2]
{
  "formula": "C16H21NO3S",
  "method": "the ωB97M-V functional and the def2-TZVPD basis",
  "energy_ev": -35384.253,
  "relative_energy_kcal_mol": 417.35,
  "spin_multiplicity": 1,
  "smiles": "COc1ccc(CNC[C@@H](O)COCc2cccs2)cc1",
  "symbols": ["C", "H", "O", "C", "C", "C", "C", "C", "C", "H", "H", "C", "N", "H", "C", "H", "C", "O", "H", "H", "C", "O", "C", "C", "C", "C", "C", "S", "H", "H", "H", "H", "H", "H", "H", "H", "H", "H", "H", "H", "H", "H"],
  "positions_angstrom": [[4.8194, 2.8247, -0.6614], [4.3094, 2.8285, -1.6572], [4.2054, 2.4321, 0.3313], [3.6075, 1.0383, 0.2807], [3.7437, 0.0145, -0.9088], [3.1126, -1.1647, -0.6393], [2.3520, -1.6260, 0.5815], [2.2708, -0.5956, 1.3563], [2.7827, 0.6745, 1.3328], [2.7587, 1.2936, 2.2393], [1.6741, -0.7245, 2.3674], [1.7186, -2.7791, 0.3300], [0.8640, -3.3125, -0.7281], [1.1618, -2.6244, -1.4516], [-0.5479, -2.8402, -0.4631], [-0.8789, -3.3667, 0.7182], [-0.9381, -1.5113, -0.1175], [-0.6440, -0.9421, 1.1892], [-0.4641, 0.1842, 1.0075], [-2.1048, -1.2881, -0.1353], [-0.4365, -0.4374, -1.3456], [-0.8484, 1.0191, -0.9027], [-1.9944, 1.4449, -1.4972], [-3.2200, 0.9685, -0.5407], [-4.2550, 0.3723, -1.3293], [-5.0839, 0.0236, -0.0389], [-4.7403, 0.3829, 1.1285], [-3.2023, 1.5281, 0.9256], [-5.3156, 0.5300, 2.1974], [-6.0538, -0.5836, -0.0609], [-4.3917, -0.0635, -2.1343], [-1.9564, 2.3991, -1.7133], [-2.1047, 0.9938, -2.5561], [-0.7322, -0.9026, -2.2711], [0.6691, -0.5150, -1.1887], [-1.0880, -3.0523, -1.1117], [1.3679, -3.0479, 1.2216], [2.6180, -3.6005, 0.5663], [3.2954, -1.7092, -1.5069], [4.1582, 0.6055, -1.5410], [5.7531, 2.1565, -0.7668], [4.9137, 3.9169, -0.2513]],
  "forces_ev_per_angstrom": [[5.41, 3.88, -5.75], [-0.03, 0.10, 0.43], [-7.82, -7.93, 7.56], [-0.21, 0.19, -0.73], [-3.43, 1.65, 9.82], [0.87, 0.81, -0.02], [4.78, 5.83, -8.19], [-3.54, 0.89, 7.72], [3.02, 1.91, -0.84], [-0.36, -0.13, -0.62], [0.85, -0.13, -2.03], [1.78, -9.05, 1.38], [-0.37, 4.10, -0.62], [-0.26, -1.19, -0.60], [8.14, -0.30, 14.77], [0.76, 0.61, -3.73], [-2.54, 7.48, -0.84], [1.57, 3.70, -1.70], [-0.96, -4.97, 0.57], [1.95, -1.59, -0.50], [0.76, 0.04, 5.10], [3.31, -3.66, -1.25], [-2.70, -5.96, -0.05], [1.78, 0.68, -11.63], [1.07, 3.85, 15.93], [-3.79, -3.01, -5.98], [1.26, 4.34, 6.96], [-2.32, -1.26, 4.18], [1.53, -0.92, -3.21], [1.32, 0.80, -0.33], [-0.63, -3.68, -7.76], [0.13, 5.29, -0.27], [-0.20, 0.23, 1.58], [-0.61, 0.95, -0.72], [-0.83, 0.84, -0.63], [-8.71, -4.59, -10.57], [-3.05, -1.13, 3.74], [-1.51, 1.37, -1.59], [-0.47, -2.32, -1.17], [2.93, 1.81, -5.76], [-0.25, 1.59, -0.51], [1.34, -1.14, -2.16]]
}

---

[3]
{
  "formula": "C16H21S4Sn",
  "method": "the ωB97M-V functional and the def2-TZVPD basis",
  "charge": 1,
  "energy_ev": -66097.011,
  "relative_energy_kcal_mol": 3.56,
  "spin_multiplicity": 1,
  "symbols": ["Sn", "C", "C", "S", "C", "C", "S", "C", "C", "S", "C", "C", "S", "H", "H", "H", "H", "H", "H", "H", "H", "H", "H", "H", "H", "H", "H", "H", "H", "C", "C", "C", "C", "C", "C", "C", "C", "H", "H", "H", "H", "H"],
  "positions_angstrom": [[7.0402, 15.3577, 4.0371], [8.9463, 14.5194, 7.0822], [7.6613, 14.9408, 7.8124], [6.2763, 15.4181, 6.6987], [5.7896, 17.0565, 7.2696], [4.4345, 17.4114, 6.5650], [4.6890, 17.7744, 4.8203], [5.3874, 19.4050, 4.9013], [6.7720, 19.6117, 5.4670], [8.0365, 18.4262, 4.8602], [9.2045, 18.1383, 6.2909], [10.1048, 16.8978, 6.0324], [9.3372, 15.3465, 5.4955], [8.9002, 13.4684, 6.8020], [9.7921, 14.6357, 7.7723], [7.9390, 15.8080, 8.4427], [7.4063, 14.1039, 8.4521], [6.5665, 17.7185, 6.9405], [5.6122, 16.9858, 8.3704], [3.9368, 18.2841, 7.0834], [3.7094, 16.5848, 6.5886], [4.8396, 20.1103, 5.5641], [5.2707, 19.9061, 3.9325], [6.8377, 19.6772, 6.5637], [7.1249, 20.6182, 5.2059], [8.6842, 17.9644, 7.2333], [9.8082, 18.9742, 6.3975], [10.5454, 16.7135, 7.0070], [10.9035, 17.0857, 5.3091], [7.0243, 13.3054, 4.6932], [7.3217, 12.2286, 5.1372], [7.8219, 10.9271, 5.5867], [9.2181, 10.7429, 5.5624], [9.6332, 9.4597, 5.9296], [8.7560, 8.5028, 6.4295], [7.4071, 8.7589, 6.4838], [6.9406, 9.9526, 6.0125], [9.9286, 11.4978, 5.1404], [10.7409, 9.2191, 5.8709], [9.1426, 7.5885, 6.8711], [6.7105, 8.0356, 6.9072], [5.8530, 10.0978, 5.9775]],
  "forces_ev_per_angstrom": [[-0.18, -0.02, 0.21], [-0.07, -0.20, -0.39], [0.88, 0.98, -0.42], [-0.26, -0.78, 0.43], [-1.50, -0.58, 0.50], [0.24, 0.60, 0.76], [-0.55, -0.04, -0.14], [-0.20, 1.76, 0.69], [1.83, 0.59, 0.31], [0.40, -0.21, 0.61], [-1.45, -1.87, -1.07], [-0.45, 0.88, -0.02], [0.55, -0.37, 0.77], [-0.04, 0.04, 0.00], [-0.06, 0.06, -0.34], [-0.60, -0.30, -0.26], [-0.51, 0.04, 0.08], [0.14, 0.47, 0.46], [0.44, 0.30, -0.81], [0.63, -0.84, -0.59], [0.36, 0.11, 0.15], [-0.56, -0.77, -0.33], [0.25, -0.60, -0.08], [-0.37, -0.56, -0.22], [-0.19, -0.19, -0.34], [-0.35, 0.13, -0.12], [1.22, 1.59, 0.22], [0.40, -0.34, -0.05], [-0.21, 0.13, 0.12], [-0.15, 1.29, -0.40], [0.67, -2.01, 0.43], [0.10, 2.09, -0.63], [-0.27, -0.97, -0.43], [2.17, 0.23, 0.07], [0.67, -0.10, 0.42], [-0.21, -0.73, 0.34], [-1.20, 0.27, -0.06], [-0.88, -0.74, 0.58], [-1.53, 0.26, 0.14], [0.03, 0.03, -0.36], [0.22, 0.09, -0.20], [0.58, 0.30, 0.02]]
}

---

[4]
{
  "formula": "C16H22AgAsBClF3N5S",
  "method": "the ωB97M-V functional and the def2-TZVPD basis",
  "charge": -2,
  "energy_ev": -121426.208,
  "relative_energy_kcal_mol": 4.82,
  "spin_multiplicity": 1,
  "symbols": ["Ag", "F", "C", "F", "F", "C", "C", "C", "C", "N", "C", "S", "H", "H", "H", "B", "N", "C", "C", "C", "N", "N", "C", "C", "C", "N", "H", "H", "H", "H", "H", "H", "H", "H", "C", "As", "C", "C", "H", "H", "H", "H", "H", "H", "H", "H", "H", "Cl", "C", "H", "H"],
  "positions_angstrom": [[-1.3006, -0.8153, -0.1166], [3.1736, 3.0192, 5.5939], [2.3419, 3.4347, 4.5796], [2.9849, 4.4808, 4.0237], [1.2615, 3.9314, 5.2133], [2.0436, 2.3146, 3.6321], [2.6314, 1.0843, 3.8662], [2.3821, 0.0245, 3.0112], [1.5326, 0.2681, 1.9404], [0.9563, 1.4309, 1.6937], [1.1775, 2.5013, 2.5043], [0.4241, 3.9910, 2.1402], [3.2824, 0.9568, 4.7217], [2.8102, -0.9561, 3.1659], [1.2958, -0.5355, 1.2467], [-2.7879, -0.1335, -3.4357], [-2.0981, 1.0241, -2.6238], [-2.1271, 2.3154, -2.9726], [-1.5881, 3.0745, -1.9515], [-1.2291, 2.1359, -0.9834], [-1.5421, 0.9099, -1.4014], [-2.1360, -1.4843, -3.0984], [-2.6939, -2.5551, -2.5044], [-1.7491, -3.5563, -2.4292], [-0.6126, -2.9803, -3.0131], [-0.8529, -1.7393, -3.4179], [-2.6376, 0.1354, -4.6101], [-3.9670, -0.2023, -3.1365], [-2.5279, 2.5991, -3.9322], [-1.4482, 4.1406, -1.9135], [-0.7454, 2.2829, -0.0278], [-3.7122, -2.5082, -2.1558], [-1.8447, -4.5267, -1.9732], [0.3719, -3.4082, -3.1275], [3.8177, 0.0463, -1.0979], [1.9900, -0.4452, -1.6604], [1.5792, 1.2206, -2.5982], [2.5514, -1.4530, -3.2583], [4.4075, 0.4054, -1.9444], [4.3085, -0.8221, -0.6564], [3.7579, 0.8276, -0.3393], [2.3921, 1.4934, -3.2759], [1.4185, 2.0138, -1.8692], [0.6553, 1.0777, -3.1603], [3.3287, -0.9134, -3.8040], [1.6684, -1.5852, -3.8825], [2.9370, -2.4314, -2.9649], [0.4142, -3.3732, 1.1165], [-1.1322, -2.3747, 1.2798], [-1.1041, -2.0306, 2.3140], [-1.9171, -3.1279, 1.2015]],
  "forces_ev_per_angstrom": [[0.08, 0.08, -0.13], [-0.03, 0.04, -0.05], [0.02, -0.03, 0.11], [0.00, -0.02, -0.01], [0.03, -0.02, -0.01], [-0.05, 0.04, -0.09], [0.00, 0.02, 0.02], [0.03, -0.03, 0.02], [-0.05, -0.09, 0.06], [-0.03, 0.15, -0.12], [0.13, -0.06, 0.13], [-0.03, 0.06, -0.05], [-0.01, 0.00, -0.01], [0.01, -0.01, 0.00], [-0.01, 0.01, 0.03], [-0.03, 0.07, 0.06], [0.03, -0.09, 0.01], [0.00, 0.03, -0.13], [0.04, 0.04, 0.01], [-0.01, 0.02, 0.06], [-0.21, -0.09, 0.11], [0.19, -0.03, -0.13], [-0.12, 0.05, 0.05], [-0.02, -0.05, 0.02], [-0.01, 0.02, 0.03], [0.11, -0.02, -0.05], [-0.04, 0.03, -0.02], [0.01, -0.03, 0.05], [-0.01, 0.00, 0.00], [0.01, 0.01, 0.00], [0.04, 0.01, 0.02], [-0.01, -0.02, -0.01], [-0.01, 0.00, 0.01], [0.00, 0.01, -0.02], [-0.04, 0.05, 0.05], [-0.01, -0.07, -0.02], [0.01, 0.00, -0.04], [-0.01, -0.02, 0.05], [-0.01, 0.01, -0.01], [0.00, -0.01, 0.00], [0.00, -0.01, 0.01], [0.00, 0.00, 0.00], [0.02, -0.01, 0.01], [0.02, 0.00, 0.00], [-0.03, 0.03, -0.03], [0.04, 0.01, -0.06], [-0.02, 0.01, 0.01], [0.02, -0.01, 0.00], [-0.02, -0.07, 0.04], [0.01, -0.03, 0.00], [0.00, 0.02, 0.01]]
}